Molecular formula: C30H71N8O12P
Method: DFT, ωB97M-V/def2-TZVPD

Geometry (Å):
C -3.55 -1.17 6.83
C -2.44 -1.66 7.76
O -1.62 -2.73 7.23
P -0.29 -2.31 6.36
O 0.62 -1.28 6.92
O -1.03 -1.86 4.93
C -1.68 -2.78 4.01
C -1.57 -2.31 2.56
O 0.41 -3.75 5.92
C 1.43 -4.35 6.67
C 1.17 -5.82 6.51
H -4.02 -0.29 7.26
H -3.22 -1.06 5.79
H -4.35 -1.91 6.78
H -1.75 -0.89 8.12
H -2.86 -2.21 8.60
H -1.19 -3.75 4.01
H -2.70 -2.94 4.36
H -0.55 -2.06 2.24
H -1.96 -3.07 1.89
H -2.03 -1.33 2.41
H 2.39 -4.19 6.19
H 1.38 -4.04 7.72
H 1.90 -6.46 7.00
H 0.18 -6.04 6.92
H 1.13 -6.13 5.46
C 2.22 2.32 4.33
N 1.94 1.26 3.36
C 0.62 0.66 3.42
C 2.98 0.73 2.70
O 2.78 -0.18 1.88
H 2.00 2.12 5.38
H 1.58 3.11 3.95
H 3.27 2.60 4.28
H 0.47 0.02 2.55
H 0.66 -0.10 4.20
H -0.13 1.42 3.61
H 3.97 1.13 2.97
C 1.76 -3.80 3.03
N 2.13 -4.06 1.60
C 2.52 -5.42 1.29
C 2.10 -3.09 0.70
O 2.37 -3.26 -0.47
H 1.31 -2.83 3.25
H 2.58 -3.78 3.75
H 1.15 -4.64 3.36
H 3.59 -5.45 1.44
H 2.13 -6.16 1.99
H 2.31 -5.74 0.27
H 1.74 -2.14 1.13
C -3.15 4.25 -1.97
N -3.34 4.09 -3.38
C -2.97 5.24 -4.18
C -3.85 2.93 -3.88
O -4.24 2.90 -5.07
H -2.09 4.10 -1.75
H -3.71 3.68 -1.23
H -3.44 5.27 -1.70
H -3.50 6.14 -3.85
H -1.93 5.46 -3.97
H -3.07 5.12 -5.25
H -3.92 2.10 -3.16
C 1.37 3.08 -0.37
N 0.62 4.23 0.06
C -0.49 3.78 0.92
C 0.93 5.49 -0.30
O 0.30 6.42 0.19
H 0.69 2.52 -1.00
H 1.79 2.46 0.42
H 2.16 3.39 -1.06
H -0.98 3.05 0.28
H -0.11 3.32 1.84
H -1.24 4.55 1.07
H 1.84 5.57 -0.92
C -0.20 -1.84 -2.23
N -0.66 -0.61 -1.66
C 0.12 -0.21 -0.48
C -1.74 0.05 -2.13
O -2.16 1.08 -1.63
H 0.88 -1.99 -2.22
H -0.56 -1.98 -3.25
H -0.61 -2.62 -1.58
H 1.11 0.01 -0.88
H -0.34 0.69 -0.06
H 0.17 -1.04 0.22
H -2.12 -0.49 -3.00
C 3.22 -0.23 -2.70
N 4.13 0.71 -1.99
C 4.13 2.03 -2.55
C 4.83 0.29 -0.91
O 5.48 1.06 -0.18
H 3.23 -1.24 -2.30
H 3.57 -0.36 -3.73
H 2.19 0.13 -2.82
H 4.94 2.64 -2.14
H 4.24 2.00 -3.64
H 3.22 2.56 -2.29
H 4.94 -0.80 -0.78
C -3.56 -0.51 -6.84
N -3.37 -1.83 -6.22
C -4.54 -2.71 -6.27
C -2.11 -2.28 -5.88
O -1.93 -3.36 -5.38
H -4.17 0.09 -6.17
H -4.05 -0.50 -7.81
H -2.59 -0.02 -6.94
H -4.87 -2.83 -7.30
H -4.36 -3.72 -5.89
H -5.30 -2.17 -5.71
H -1.31 -1.54 -6.00
C -0.25 3.25 -3.93
N 0.89 2.63 -4.61
C 1.98 3.52 -4.99
C 0.97 1.34 -4.80
O 0.05 0.60 -4.55
H 0.06 3.65 -2.96
H -1.14 2.63 -3.78
H -0.52 4.04 -4.62
H 2.74 3.22 -5.71
H 1.44 4.32 -5.50
H 2.52 3.88 -4.11
H 1.91 1.01 -5.28

The maximum force comes out at 3.71 eV Å⁻¹. The HOMO energy comes out at -8.85 eV. The LUMO energy comes out at 0.4976 eV. As for the structure (SMILES): CCOP(=O)(OCC)OCC.CN(C)C=O.CN(C)C=O.CN(C)C=O.CN(C)C=O.CN(C)C=O.CN(C)C=O.CN(C)C=O.CN(C)C=O. Its net charge is 0. For the HOMO-LUMO gap, the calculation gives 9.35 eV.


Molecular formula: C30H72B2F14N6O7S2
Method: DFT, ωB97M-V/def2-TZVPD

Geometry (Å):
C -3.56 -0.84 3.99
C -2.92 0.45 4.41
C -3.35 1.68 3.56
O -2.86 2.82 4.18
C -3.47 4.06 3.76
N -3.04 0.66 5.91
H -3.96 0.82 6.23
H -2.62 -0.16 6.38
H -2.51 1.44 6.25
H -3.12 -1.69 4.42
H -3.42 -0.91 2.91
H -4.61 -0.78 4.14
H -1.84 0.33 4.25
H -4.45 1.82 3.49
H -2.99 1.48 2.55
H -4.58 3.84 3.92
H -3.40 4.08 2.64
H -3.22 5.00 4.32
C 0.51 4.64 -0.02
C -1.02 4.43 -0.04
C -1.93 5.36 -0.81
O -3.27 4.76 -0.67
C -4.30 5.37 -1.43
N -1.38 3.02 -0.55
H -0.90 2.86 -1.46
H -1.07 2.29 0.10
H -2.38 2.97 -0.76
H 0.94 3.84 0.64
H 0.75 5.61 0.37
H 0.96 4.66 -1.00
H -1.42 4.47 0.96
H -1.68 5.49 -1.86
H -1.85 6.31 -0.34
H -3.97 5.58 -2.41
H -4.59 6.29 -0.90
H -5.14 4.69 -1.41
C 3.09 -1.52 4.49
C 2.95 -0.09 4.86
C 4.28 0.60 4.67
O 4.76 0.50 3.34
C 6.14 0.81 3.24
N 1.92 0.56 4.05
H 1.67 0.06 3.24
H 1.11 0.67 4.70
H 2.21 1.55 3.87
H 3.36 -1.56 3.41
H 2.21 -2.11 4.75
H 3.97 -2.00 5.00
H 2.67 -0.02 5.93
H 5.01 0.27 5.44
H 4.21 1.71 4.87
H 6.80 -0.09 3.39
H 6.41 1.60 3.99
H 6.37 1.26 2.34
C 0.50 -3.98 1.01
C 1.72 -4.05 0.06
C 2.55 -2.77 0.06
N 3.66 -2.85 -0.91
C 3.04 -2.83 -2.35
C 4.62 -4.01 -0.77
C 5.39 -3.82 0.49
C 5.56 -2.25 0.57
C 4.70 -1.79 -0.70
H -0.01 -4.95 0.98
H -0.25 -3.26 0.58
H 0.74 -3.72 2.06
H 1.41 -4.26 -0.92
H 2.29 -4.95 0.35
H 2.96 -2.69 1.06
H 1.87 -2.03 -0.28
H 2.26 -2.08 -2.37
H 2.81 -3.83 -2.66
H 3.87 -2.65 -3.07
H 5.34 -4.01 -1.59
H 4.07 -4.97 -0.80
H 6.36 -4.32 0.48
H 4.81 -4.16 1.32
H 6.58 -1.87 0.41
H 5.15 -1.84 1.51
H 5.38 -1.89 -1.51
H 4.17 -0.81 -0.60
C -5.84 -2.72 -5.13
C -4.34 -2.94 -4.90
C -3.92 -1.80 -3.92
N -2.44 -1.44 -3.70
C -2.39 -0.48 -2.57
C -1.81 -0.82 -4.93
C -1.18 -1.89 -5.84
C -1.15 -3.14 -4.91
C -1.50 -2.60 -3.49
H -6.08 -1.80 -5.72
H -6.32 -2.58 -4.16
H -6.26 -3.53 -5.68
H -3.77 -2.96 -5.88
H -4.20 -3.84 -4.30
H -4.22 -2.00 -2.89
H -4.39 -0.91 -4.35
H -1.38 -0.05 -2.50
H -2.69 -0.91 -1.65
H -3.09 0.33 -2.80
H -0.97 -0.29 -4.48
H -2.50 -0.18 -5.39
H -0.19 -1.55 -6.05
H -1.75 -2.15 -6.75
H -0.12 -3.48 -4.85
H -1.83 -3.87 -5.24
H -0.56 -2.15 -3.12
H -1.81 -3.38 -2.81
B -0.28 -0.21 1.33
F 1.08 0.13 1.48
F -1.02 1.00 1.24
F -0.46 -0.88 0.16
F -0.82 -0.99 2.33
B -0.28 -1.06 6.15
F -0.19 0.34 5.91
F -0.68 -1.63 5.02
F 0.91 -1.59 6.51
F -1.22 -1.29 7.17
C 2.48 1.59 -2.16
F 1.92 1.59 -0.95
F 2.95 2.81 -2.44
F 3.53 0.74 -2.25
S 1.24 1.01 -3.39
O 1.87 1.19 -4.64
O 0.87 -0.34 -2.93
N 0.14 2.07 -3.01
S -0.87 2.72 -4.09
O -0.96 2.04 -5.36
O -2.14 2.91 -3.37
C -0.21 4.37 -4.53
F 1.06 4.25 -4.89
F -0.89 4.93 -5.54
F -0.35 5.14 -3.46

The maximum force comes out at 3.86 eV Å⁻¹. The HOMO energy comes out at -14.35 eV. The LUMO energy comes out at -3.6088 eV. Its net charge is +2. For the HOMO-LUMO gap, the calculation gives 10.74 eV.


Molecular formula: C30H72ClN8O10
Method: DFT, ωB97M-V/def2-TZVPD

Geometry (Å):
Cl 23.82 3.21 0.39
O 22.65 3.88 0.92
O 24.86 3.58 1.28
O 23.58 1.81 0.42
O 24.15 3.73 -0.96
C 25.69 9.01 3.84
C 24.47 8.80 4.74
N 23.22 8.60 4.07
C 23.28 7.49 3.20
C 24.06 6.19 3.68
C 22.04 8.35 4.98
C 21.84 9.55 5.92
H 26.01 8.10 3.33
H 26.45 9.37 4.53
H 25.52 9.86 3.18
H 24.65 8.07 5.52
H 24.37 9.76 5.26
H 22.34 7.10 2.81
H 23.66 7.86 2.24
H 23.64 5.28 3.25
H 25.09 6.20 3.31
H 24.10 6.01 4.76
H 22.35 7.51 5.62
H 21.08 8.15 4.51
H 22.74 9.72 6.51
H 21.06 9.41 6.67
H 21.66 10.43 5.30
C 20.97 4.39 4.81
C 19.56 5.07 4.76
N 18.94 5.04 3.42
C 19.70 5.81 2.40
C 18.95 6.08 1.09
C 18.71 3.68 2.96
C 17.91 2.78 3.86
H 21.60 4.66 3.96
H 20.99 3.30 4.88
H 21.63 4.82 5.56
H 18.93 4.69 5.58
H 19.63 6.12 5.05
H 20.62 5.26 2.23
H 19.92 6.78 2.84
H 17.97 6.47 1.37
H 18.85 5.26 0.38
H 19.30 6.96 0.54
H 18.22 3.76 1.98
H 19.66 3.25 2.63
H 18.48 2.42 4.72
H 17.01 3.27 4.22
H 17.60 1.92 3.26
C 21.27 6.38 -4.11
O 21.94 7.38 -3.89
N 20.87 5.64 -3.13
C 20.30 4.32 -3.39
C 21.01 5.98 -1.69
H 21.08 6.00 -5.12
H 21.09 3.60 -3.16
H 19.99 4.17 -4.42
H 19.39 4.23 -2.80
H 20.02 5.74 -1.30
H 21.75 5.27 -1.31
H 21.36 7.00 -1.57
C 23.00 -1.79 -1.24
O 22.38 -2.06 -2.27
N 22.77 -2.35 -0.07
C 23.48 -1.93 1.13
C 21.89 -3.56 0.09
H 23.83 -1.07 -1.27
H 22.74 -1.68 1.89
H 24.05 -1.01 0.98
H 24.19 -2.67 1.52
H 22.51 -4.41 0.37
H 21.08 -3.40 0.80
H 21.38 -3.90 -0.81
C 24.09 7.76 -1.35
O 23.44 8.53 -2.12
N 24.84 8.17 -0.37
C 25.10 9.60 0.01
C 25.71 7.20 0.31
H 24.04 6.67 -1.48
H 24.55 9.83 0.93
H 24.75 10.31 -0.73
H 26.14 9.92 0.03
H 25.51 6.19 -0.05
H 26.77 7.31 0.06
H 25.51 7.11 1.38
C 18.23 1.29 -1.17
O 17.71 0.27 -1.64
N 19.51 1.25 -0.73
C 20.01 2.52 -0.13
C 20.45 0.13 -0.84
H 17.74 2.27 -1.07
H 19.18 3.22 -0.10
H 20.83 2.92 -0.73
H 20.43 2.32 0.86
H 20.22 -0.52 -1.68
H 21.48 0.45 -0.99
H 20.30 -0.54 0.00
C 29.68 6.09 1.08
O 30.62 6.92 1.17
N 29.50 5.07 1.88
C 30.46 4.83 3.02
C 28.37 4.11 1.60
H 28.99 6.11 0.22
H 29.94 4.77 3.97
H 31.33 5.48 3.10
H 30.96 3.87 2.90
H 28.85 3.25 1.14
H 27.86 3.85 2.53
H 27.57 4.48 0.96
C 21.81 -0.03 3.82
O 21.35 -1.05 4.32
N 22.73 0.63 4.42
C 23.46 0.14 5.60
C 23.21 1.93 3.96
H 21.48 0.44 2.88
H 23.09 -0.86 5.81
H 23.35 0.73 6.51
H 24.54 0.09 5.48
H 22.96 2.68 4.71
H 24.28 2.08 3.81
H 22.76 2.20 3.00

The maximum force comes out at 5.67 eV Å⁻¹. The HOMO energy comes out at -6.42 eV. The LUMO energy comes out at 2.1163 eV. Its net charge is -1. For the HOMO-LUMO gap, the calculation gives 8.54 eV.